1.
Below is an isolated molecule of C5H10S2, with properties calculated with ωB97M-V/def2-TZVPD.

```
! wB97M-V def2-TZVPD RIJCOSX def2/J DEFGRID3
* xyz 0 3
S -0.98 -0.55 -1.01
S -3.09 -2.10 0.11
C -1.80 -1.15 0.36
C 1.61 -0.22 -0.15
C 0.64 1.67 -1.60
C -1.23 -1.00 1.74
C 0.38 0.58 -0.45
H -0.68 -0.02 1.78
H 0.85 1.04 -2.48
H 1.48 2.40 -1.29
H -2.15 -1.01 2.51
H -0.33 2.15 -1.72
H 2.19 0.65 0.05
H 1.93 -0.72 -1.04
H 1.60 -0.78 0.75
H -0.48 -1.76 1.90
H 0.05 0.82 0.53
*
```

The expectation value of S² is 2.0058. The calculation puts the energy above the lowest of the compared OMol25 structures with the same formula, charge and spin at 0.228 eV.

2.
Below is a cluster of 2 separate species, C5H10S2Se2 in total, with properties calculated with ωB97M-V/def2-TZVPD.

```
! wB97M-V def2-TZVPD RIJCOSX def2/J DEFGRID3
* xyz 0 1
Se 1.27 1.85 -1.50
Se -0.88 -1.02 -0.56
S 0.94 -1.45 2.64
S -1.99 -0.58 2.92
C -0.23 0.51 0.43
C -0.74 -0.27 -2.34
C -0.28 -0.13 2.62
C 1.10 1.15 0.32
C 0.75 0.14 -2.54
H -2.20 -1.19 1.77
H -1.03 1.17 0.51
H 0.00 -2.48 2.51
H 0.03 0.70 3.12
H 1.41 2.08 0.86
H -1.60 0.45 -2.28
H -0.85 -1.03 -3.11
H 1.90 0.32 0.57
H 1.64 -0.51 -2.37
H 0.77 0.29 -3.59
*
```

The calculation puts the total energy at -5795.589558 hartree.

3.
Below is an isolated molecule of C5H10S3, with properties calculated with ωB97M-V/def2-TZVPD.

```
! wB97M-V def2-TZVPD RIJCOSX def2/J DEFGRID3
* xyz 0 1
S -2.01 0.69 -1.12
S -0.24 3.13 1.09
S -0.67 -2.45 -0.47
C -0.39 1.70 1.79
C -0.27 0.37 1.09
C -0.28 0.45 -0.40
C 1.71 -1.01 -0.56
C 0.29 -0.90 -0.96
H 2.23 -0.15 -0.72
H 0.37 1.28 -0.81
H -0.65 1.56 2.85
H 1.70 -1.21 0.51
H 0.29 -1.02 -1.99
H 0.63 -0.26 1.35
H 2.23 -1.78 -1.05
H -1.09 -0.35 1.30
H -1.84 -2.11 -1.07
H -1.99 2.06 -0.84
*
```

The SMILES is C[C@@H](S)[C@@H](S)CC=S. The calculation puts the energy above the lowest of the compared OMol25 structures with the same formula, charge and spin at 1.479 eV.